ORCA calculation (wB97M-V/def2-TZVPD) on C25H22Cl2FeO3S as an isolated structure in a non-equilibrium geometry.

Each line ends with the Löwdin spin population.
Atoms and positions in Å:
1 H 4.28931 0.11236 -2.75603  0.000
2 H 0.14190 0.31674 -0.43866  0.016
3 H 0.29399 5.29982 -0.23532  0.010
4 O 2.29038 -3.26279 -1.36705  0.001
5 H -5.08120 -5.57938 0.65030  0.000
6 C 6.27719 -0.72430 -2.73220  0.000
7 C 4.91640 -0.70289 -2.39422  0.000
8 C 6.56322 -2.76962 -1.45681  0.000
9 C -0.40428 3.09822 2.69796  0.076
10 S 2.56242 -1.84463 -1.31197  0.002
11 H 4.80058 -3.54199 -0.49359  0.000
12 C -1.71989 5.24823 0.81337  0.049
13 H -3.80573 -4.76605 1.63485  0.000
14 C -1.67520 -0.74911 0.12330  0.039
15 C -1.22026 3.78948 -0.95927  0.056
16 C -3.37352 -2.18742 1.14300  -0.008
17 H -2.48107 3.18552 3.59384  0.012
18 H -3.11279 -2.84009 -2.20739  -0.003
19 C -1.91384 -1.38931 -1.13410  0.086
20 H -5.43833 -4.04886 1.54208  0.001
21 C 2.17053 -1.16269 0.25828  0.007
22 C -1.81090 2.79493 2.83592  0.084
23 H 7.19821 -3.57535 -1.09995  0.000
24 C -0.67875 4.83165 -0.11012  0.072
25 C -4.68397 -4.62380 0.98797  0.003
26 C 4.37821 -1.73473 -1.61517  0.000
27 H 6.69928 0.05043 -3.36705  0.000
28 C -2.91226 4.46339 0.52790  0.043
29 H 1.17053 2.18943 1.30917  0.005
30 H -3.95882 -2.51053 2.00870  -0.003
31 H -0.72203 3.33808 -1.81330  0.008
32 C -0.89814 1.35651 1.17747  0.086
33 H -3.88470 4.56495 1.00506  0.007
34 H -3.29008 2.87682 -1.05775  0.006
35 H 0.15661 3.77577 3.33071  0.011
36 H -3.10156 1.26836 1.72135  0.006
37 C -2.59675 3.55467 -0.56573  0.034
38 O -4.32837 -3.94460 -0.24302  0.040
39 O 1.96610 -0.97737 -2.31274  0.000
40 C -2.15083 1.77623 1.86267  0.091
41 H -1.33033 -1.06418 -2.00099  0.004
42 C 5.20349 -2.75016 -1.12487  0.000
43 C -2.87118 -2.36460 -1.25809  -0.015
44 C -0.70814 0.27961 0.24715  0.412
45 Cl 8.76359 -1.80546 -2.70174  0.000
46 H 2.74690 -0.26031 0.50338  0.000
47 C 0.14221 2.27209 1.64700  0.096
48 Fe -1.38264 3.31443 0.97262  2.440
49 C -2.43253 -1.19128 1.25679  0.101
50 H -2.25187 -0.75668 2.24253  0.006
51 Cl 1.58926 -2.09757 1.50703  0.003
52 H -1.65157 6.06434 1.52919  0.010
53 C -3.54793 -2.83642 -0.10521  0.105
54 C 7.09917 -1.75989 -2.26726  0.000

Summary:
Multiplicity ... 5
Calculated total energy ... -102683.698 eV
Maximum force ... 3.78 eV/A
Molar mass ... 529.3 g/mol
Charge ... -2
⟨S²⟩ ... 6.07
Frontier orbital gap (spin up / spin down) ... 2.15 / 4.63 eV
E_LUMO (spin up / spin down) ... 3.83 / 3.83 eV

=====

ORCA calculation (wB97M-V/def2-TZVPD) on C36H76LiN4O4 as an isolated structure in a non-equilibrium geometry.

Each line ends with the Löwdin charge.
Atoms and positions in Å:
1 C -1.26047 3.14461 4.67559  -0.058
2 H -3.42747 -0.57639 3.86659  0.078
3 H 4.53853 -0.18539 1.59359  0.056
4 C -2.06247 2.27861 -0.57341  -0.145
5 H -3.57447 -0.06939 -1.50041  0.089
6 N -1.63747 1.10761 3.62659  -0.031
7 C -0.79647 -0.40039 1.92459  -0.050
8 H -2.06647 3.01061 0.22659  0.112
9 H 1.33453 1.91561 5.12359  0.134
10 H -1.25647 0.16461 1.09859  0.067
11 N -1.09547 -3.59239 -1.00641  -0.075
12 H -3.98447 -5.07839 -1.11241  0.082
13 H -1.18047 -1.12339 5.19659  0.141
14 H 4.13753 -1.34439 -1.26641  0.096
15 H -3.19247 -4.37239 -2.45641  0.092
16 C -3.03247 -4.78439 -1.45041  -0.031
17 H 0.90653 -4.69339 -2.58341  0.022
18 H 1.53853 0.92461 -2.74541  0.029
19 H -2.92947 -5.44139 0.85159  0.132
20 H 4.91453 3.81361 -2.12541  0.135
21 H -1.80647 3.81461 3.99259  0.099
22 H -3.30347 1.97661 3.01959  0.086
23 H 1.07253 3.13561 3.14959  0.093
24 H 5.59753 2.05761 -3.21741  0.143
25 H 0.27553 -0.18839 1.83159  0.042
26 H -3.64947 1.78061 -4.89641  0.108
27 H -0.54847 3.69161 5.27459  0.099
28 C -3.12147 1.71761 -2.76441  -0.516
29 H -2.61547 -1.98339 3.12859  0.082
30 C 1.06953 -3.37339 -0.37541  -0.072
31 H 5.25153 1.31061 1.19559  0.064
32 C 4.17553 0.55661 -0.47241  -0.554
33 H 3.87653 1.37861 -3.16841  0.118
34 H 0.97153 2.30361 -3.52641  0.086
35 C -0.63547 1.24761 -2.39441  -0.504
36 H -3.39747 -2.08739 -1.45641  0.082
37 H 0.23753 -0.70139 -1.67141  0.077
38 H -2.46747 -5.67339 -1.64841  0.081
39 H -0.03147 1.38961 6.04459  0.135
40 H -2.04647 2.81061 5.34459  0.101
41 C 3.47153 -0.70739 -0.74841  -0.056
42 H 6.02853 -0.10839 0.71359  0.131
43 H 3.57753 3.62461 1.29359  0.106
44 H 1.22453 -2.64239 -1.16841  0.071
45 C -3.59747 0.33161 -2.55141  -0.042
46 O -1.07647 -3.02839 -2.31841  -0.021
47 H 1.29253 -0.50739 5.30959  0.079
48 C 0.46553 -5.22039 -1.86041  -0.018
49 C -0.59347 2.03961 4.05459  -0.580
50 C -1.12947 -4.53739 1.48259  -0.184
51 C -2.46547 -4.45639 0.85459  -0.186
52 C 2.08553 3.65261 -0.79541  -0.013
53 C -1.42847 -0.25339 3.28859  -0.567
54 H -4.62547 0.32761 -2.72241  0.064
55 H -2.10247 2.72961 -4.93241  0.066
56 C -3.23847 -2.51639 -0.42541  0.004
57 H 1.41153 -0.01439 3.81459  0.088
58 H 0.66853 -5.47339 1.04359  0.125
59 C 0.70453 -0.07039 4.60259  -0.136
60 C 0.11053 -4.38939 -0.61941  -0.551
61 H -2.26647 1.31161 -0.18341  0.067
62 C 0.18853 2.55961 2.87059  -0.029
63 H 1.38053 3.36961 -0.02341  0.086
64 C 5.12553 0.92761 -1.47641  -0.154
65 H -0.65447 -3.53439 1.63059  0.106
66 C -0.75347 -0.24739 -2.02341  -0.006
67 H -1.43247 -4.92139 2.43559  0.117
68 H -3.24147 -0.37739 -3.30941  0.109
69 H -3.31647 -0.70239 2.17359  0.099
70 H 4.20553 4.69461 0.13059  0.110
71 C 4.99953 0.34361 0.83559  0.002
72 C 3.43353 3.00861 -0.72641  -0.494
73 H 0.60953 1.75861 2.31459  0.019
74 O -2.46947 1.82861 2.62559  -0.005
75 H 0.83853 -2.68039 0.46159  0.079
76 N 3.12153 1.58661 -0.30441  -0.058
77 H -2.67747 -1.75339 0.12659  0.060
78 H 5.18053 3.42761 0.52959  0.110
79 H -3.86447 3.23861 -4.29941  0.056
80 H -1.34947 -0.29039 -1.12741  0.046
81 C -0.57747 -0.92439 4.29559  -0.085
82 H 3.42953 3.46261 -2.84741  0.112
83 C -2.44447 -3.84639 -0.45541  -0.520
84 H 0.57753 0.73961 -4.07241  0.107
85 C 4.11953 3.63661 0.33759  -0.055
86 H -0.52147 3.16461 2.16859  0.122
87 C 4.09753 3.09561 -2.10841  -0.112
88 H 3.20553 -1.31539 0.12759  0.095
89 H -5.03147 2.25861 -3.71641  0.092
90 H 2.21353 4.66761 -0.76441  0.083
91 H 3.24453 1.94461 1.65759  0.070
92 H -0.79647 -6.20839 0.11659  0.155
93 Li 1.40553 0.08661 0.09459  0.644
94 H -0.37047 -5.81039 -2.38041  0.115
95 H 0.12253 2.01861 -0.71441  0.053
96 H 1.28553 -5.97839 -1.63941  0.115
97 C -0.68747 2.17961 -1.31741  -0.148
98 C -2.76947 -0.91439 3.12559  -0.013
99 H 2.66553 -0.48239 -1.48541  0.085
100 H 1.64553 3.39961 -1.68641  0.038
101 H 2.04853 -3.85639 -0.14841  0.117
102 C -3.13147 2.57961 -1.55741  -0.144
103 C -3.98647 2.26161 -3.95241  -0.012
104 H -3.06047 3.68961 -1.86641  0.163
105 H -1.15747 -0.81039 -2.84841  0.083
106 C 4.69253 1.84861 -2.60341  -0.151
107 H -0.57647 3.19661 -1.80341  0.161
108 O 2.63053 1.54661 1.05559  -0.098
109 H -3.05947 -3.99039 1.69859  0.138
110 O -1.39147 2.56961 -4.31241  -0.017
111 N -1.76547 1.64761 -3.27041  -0.083
112 C 0.37453 1.36461 5.00859  -0.114
113 H -0.90647 -1.42839 1.48959  0.074
114 H -0.20647 -1.89539 4.00259  0.120
115 H -1.69047 -3.36239 -2.92941  0.061
116 H -4.06147 2.44861 -1.02941  0.124
117 H -4.13247 -2.72639 0.09559  0.077
118 C 0.67553 1.32761 -3.16441  -0.024
119 H 5.59753 0.06561 -1.85941  0.124
120 H 5.93153 1.45361 -0.99141  0.127
121 C -0.25747 -5.29539 0.52059  -0.107

Summary:
Multiplicity ... 1
Calculated total energy ... -52904.493 eV
Maximum force ... 5.56 eV/A
Molar mass ... 636.0 g/mol
Charge ... +1
Frontier orbital gap ... 7.49 eV
Energy above the lowest of the compared OMol25 structures with the same formula, charge and spin ... 305.4 kJ/mol
E_LUMO ... -2.04 eV

=====

Question: Number 2 is which compound?
Answer: C36H76LiN4O4

=====

Question: calculated total energy of number 2 (C36H76LiN4O4)?
Answer: -52904.493 eV